This record from the OMol25 dataset describes C4H4KO as an isolated structure at a distorted geometry. The level of theory is the ωB97M-V functional and the def2-TZVPD basis.

Summary:
calculated total energy: -829.65991 a.u.
strongest force on any atom: 1.323 eV/Å
HOMO-LUMO gap: 7.34 eV
energy relative to the best compared isomer or geometry (same formula, charge and spin): 0.882 eV
LUMO level: -4.72 eV
HOMO energy: -12.06 eV

Geometry as ORCA input:
```
! wB97M-V def2-TZVPD RIJCOSX def2/J DEFGRID3
* xyz 1 1
K 3.0469 -1.0610 -0.8770
O 0.8457 0.4168 0.2650
C -1.5198 0.6908 0.3931
C -2.7212 0.3741 -0.2370
C -0.2355 1.0557 0.2095
C -3.7432 -0.1055 0.5277
H -3.6480 -0.1458 1.6143
H -4.6800 -0.4422 0.0790
H -2.8138 0.3977 -1.3276
H -0.2732 2.1760 0.3859
*
```

---

This record from the OMol25 dataset describes a 2-piece molecular cluster, C4H8N2O overall at a distorted geometry. The level of theory is the ωB97M-V functional and the def2-TZVPD basis.

Summary:
calculated total energy: -341.83033 a.u.
strongest force on any atom: 3.495 eV/Å
HOMO-LUMO gap: 10.11 eV
energy relative to the best compared isomer or geometry (same formula, charge and spin): 4.716 eV
LUMO level: 0.61 eV
HOMO energy: -9.50 eV

Geometry as ORCA input:
```
! wB97M-V def2-TZVPD RIJCOSX def2/J DEFGRID3
* xyz 0 1
O 2.4131 0.5526 0.6845
N -0.4694 0.2501 0.9456
N -0.6956 -2.1920 -1.5225
C 1.7095 -0.3147 -0.1472
C -0.1008 -1.2846 -1.1128
C -1.8380 0.6969 0.7246
C 0.2392 -0.0761 -0.2444
H 2.1244 -1.2929 0.0336
H 0.0698 0.7434 -0.9561
H -1.8312 1.6153 0.1255
H -2.3100 0.9296 1.6823
H -2.4408 -0.0551 0.1985
H 1.8949 1.3476 0.8992
H -0.4294 -0.5087 1.6159
H 1.4623 -0.7568 -1.5225
*
```

---

This record from the OMol25 dataset describes a 2-piece molecular cluster, C5H14S overall at a distorted geometry. The level of theory is the ωB97M-V functional and the def2-TZVPD basis.

Summary:
calculated total energy: -597.00938 a.u.
strongest force on any atom: 4.156 eV/Å
HOMO-LUMO gap: 9.50 eV
energy relative to the best compared isomer or geometry (same formula, charge and spin): 1.848 eV
LUMO level: 0.96 eV
structure (SMILES): CCSC.CC
HOMO energy: -8.55 eV

Geometry as ORCA input:
```
! wB97M-V def2-TZVPD RIJCOSX def2/J DEFGRID3
* xyz 0 1
S 1.1538 0.9498 -0.2167
C -3.3621 -0.2350 1.3105
C -2.0400 0.0984 1.8963
C 1.3524 -0.8154 -0.0309
C 2.2309 -1.5022 -1.0148
C 0.0142 0.8371 -1.6690
H 3.1949 -2.0413 -0.7113
H 1.5382 -0.8855 1.0368
H -0.0890 -0.2088 -2.0761
H -4.0694 0.5369 0.8757
H -2.0061 0.3195 3.0837
H -1.0168 1.1256 -1.4801
H 2.4821 -0.8281 -1.8492
H -3.3003 -1.0703 0.5301
H -1.3328 -0.7033 1.5781
H 0.3064 1.6114 -2.3294
H -3.9320 -0.6876 2.1012
H 1.8237 -2.3961 -1.5693
H -1.4433 1.0066 1.4594
H 0.2112 -1.2726 -0.1347
*
```

---

This record from the OMol25 dataset describes a 3-piece molecular cluster, C22H44FN3O4 overall at a distorted geometry. The level of theory is the ωB97M-V functional and the def2-TZVPD basis.

Summary:
calculated total energy: -1429.47816 a.u.
strongest force on any atom: 9.454 eV/Å
HOMO-LUMO gap (spin up / spin down): 9.16 / 9.16 eV
energy relative to the best compared isomer or geometry (same formula, charge and spin): 4.283 eV
LUMO level (spin up / spin down): 0.17 / -0.40 eV
HOMO energy (spin up / spin down): -8.99 / -9.57 eV

Geometry as ORCA input:
```
! wB97M-V def2-TZVPD RIJCOSX def2/J DEFGRID3
* xyz 0 3
F 4.6534 2.5595 -2.0711
O 0.0438 -4.3279 3.7739
O -2.1386 1.8603 -0.8468
O 2.8811 0.1260 -1.9489
O 2.2550 -0.3166 0.3785
N -0.2833 -5.1010 2.6431
N 2.9014 2.0682 -0.3174
N -2.2549 2.9257 -1.7606
C -0.3431 -3.2784 0.3024
C -4.6226 3.0573 -0.8296
C 2.6789 0.6234 -0.7038
C 0.9821 -3.7194 0.9128
C -3.3314 3.8395 -1.2437
C 5.4764 1.8240 0.3123
C -2.2553 -5.6244 1.1686
C -1.5938 -4.5856 2.1158
C -0.4608 4.4318 -0.7524
C -1.4435 -3.2394 1.3604
C 2.2646 -5.2544 2.4461
C 0.2311 2.4292 -2.1172
C -2.6615 -4.4169 3.2481
C 4.3073 2.5484 -0.6004
C -3.8435 4.7816 -2.3681
C 0.8938 -5.0487 1.7117
C -0.8258 4.3030 -3.2682
C 0.8372 -6.2547 0.7389
C -2.8567 4.6995 -0.0436
C 6.0906 0.4483 -0.3336
C -0.8849 3.5162 -1.9335
C -1.5386 5.4193 -0.3207
H 2.2567 -6.1687 3.0475
H -1.2120 5.9396 0.5881
H 1.7912 -6.3825 0.2121
H -1.3357 5.2633 -3.2369
H -1.2199 -2.4312 2.0698
H 0.4074 1.8480 -1.2048
H -3.6410 -4.1509 2.8322
H 2.6780 2.2399 0.6982
H -2.4084 -3.6227 3.9593
H 0.0935 -6.1518 -0.0482
H -0.2268 -2.2797 -0.1363
H -4.4712 2.4154 0.0454
H 0.4473 4.9900 -1.0163
H -5.4344 3.7456 -0.5642
H -4.0718 4.2215 -3.2814
H 5.2982 -0.3328 -0.6948
H -2.7883 -5.3511 3.8091
H 0.6434 -7.1884 1.2803
H -1.7861 -5.6941 0.1896
H -2.3906 -2.9664 0.8797
H 3.0868 -5.3401 1.7252
H -3.2982 -5.3515 0.9585
H -3.1561 5.5863 -2.6200
H 1.7290 -3.8100 0.1130
H -2.7318 4.0689 0.8470
H 6.7022 -0.0897 0.5389
H -1.2456 3.7132 -4.0917
H -1.6725 6.1945 -1.0821
H 1.3380 -2.9142 1.5708
H 1.3295 -0.0317 0.7031
H -3.6205 5.4423 0.2166
H -0.6219 -3.9412 -0.5232
H -4.7666 5.2904 -2.0598
H 1.1926 2.8930 -2.3693
H -0.0225 1.7360 -2.9252
H 4.3297 3.7003 -0.2868
H -0.1960 3.8154 0.1182
H 6.3798 2.6040 0.3459
H 0.2101 4.5412 -3.5409
H 6.8523 0.6029 -1.2084
H 5.1198 1.6569 1.4251
H 2.5233 -4.4127 3.0989
H -4.9829 2.4311 -1.6553
H -2.2663 -6.6223 1.6202
*
```

---

This record from the OMol25 dataset describes C20H38F2N3O6S2 as an isolated structure at a distorted geometry. The level of theory is the ωB97M-V functional and the def2-TZVPD basis.

Summary:
calculated total energy: -2396.70798 a.u.
strongest force on any atom: 1.047 eV/Å
HOMO-LUMO gap: 8.05 eV
LUMO level: 2.41 eV
HOMO energy: -5.64 eV

Geometry as ORCA input:
```
! wB97M-V def2-TZVPD RIJCOSX def2/J DEFGRID3
* xyz -1 1
S -0.3160 0.9438 6.0109
S -2.8276 0.3930 5.2748
F -3.9902 1.3849 4.8185
F -0.7067 0.2047 7.3715
O 1.3978 3.9378 -2.3988
O 0.5197 2.0165 6.4429
O -2.6567 -0.4578 4.1399
O -3.3443 -0.1989 6.4674
O -1.3752 -3.9493 0.4835
O 0.2778 -0.0900 5.2235
N -0.3655 -1.5421 -0.4528
N -1.6991 1.4867 5.4889
N -2.7185 1.3239 -0.1255
C -1.3329 -3.9527 1.9028
C -1.1570 -0.2207 -2.4077
C -1.2279 -1.5478 -1.6388
C -1.3242 2.0080 1.5076
C 1.5243 -2.3683 0.8340
C 2.4432 -0.4196 -0.5986
C 0.5673 -2.6281 -0.3271
C -0.1317 -4.0179 -0.1608
C -2.6162 2.5033 1.7909
C 3.6022 -1.0125 -1.3891
C 3.7447 1.0895 -2.8490
C 0.0049 3.9381 -2.1784
C 3.7095 -0.4430 -2.8002
C -3.3165 0.6275 -1.2461
C 2.3494 1.7543 -2.9520
C -2.4693 0.5754 -2.5041
C -1.4227 1.2919 0.3258
C 2.2603 -1.0169 0.7892
C -3.4535 2.0805 0.7650
C 2.0431 2.7973 -1.8655
H -2.9182 3.0575 2.6592
H -0.4565 -4.4857 2.2675
H -0.2505 4.2272 -1.1592
H 2.2117 -3.2060 0.9141
H -0.4479 2.1360 2.1121
H 1.5252 -0.4568 -1.1763
H 1.4000 2.3564 -1.1032
H -4.2315 1.1633 -1.4863
H -0.4480 4.6395 -2.8723
H 0.9370 -2.3909 1.7522
H 4.6158 -0.8221 -3.2645
H 3.2590 -1.1601 1.2040
H 2.2480 2.2704 -3.9001
H 2.9600 3.0962 -1.3607
H 3.5649 -2.1015 -1.4128
H 1.7721 -0.2954 1.4357
H -4.5083 2.2307 0.6335
H -0.6276 0.7354 -0.1295
H -2.2403 -1.7809 -1.3184
H -0.3817 0.4116 -1.9946
H -3.6323 -0.3651 -0.9292
H 2.6762 0.6355 -0.4701
H -0.4375 2.9574 -2.3638
H -0.9456 -2.3610 -2.3023
H 0.5469 -4.7072 0.3469
H 1.1588 -2.7150 -1.2404
H -2.2395 -4.4201 2.2661
H 4.5132 -0.7375 -0.8511
H -0.3203 -4.4349 -1.1490
H 4.3046 1.3809 -3.7359
H -3.0806 0.1747 -3.3092
H 4.3025 1.5006 -2.0089
H -1.3004 -2.9359 2.2950
H 2.8423 -0.7604 -3.3790
H -2.2174 1.5996 -2.7765
H 1.6077 0.9629 -2.8947
H -0.8339 -0.4347 -3.4272
H -0.9208 -1.4558 0.3863
*
```